(1)
Molecular formula: C36H38IN6PSr
Method: DFT, the ωB97M-V functional and the def2-TZVPD basis

Computed properties:
gap between HOMO and LUMO = 0.27781 Ha

Structure (ORCA input):
```
! RIJCOSX wB97M-V def2-TZVPD def2/J DEFGRID3
* xyz 2 1
Sr -0.3328 0.2049 -1.6030
C 0.2312 -0.1429 -4.6235
C 0.6393 1.1585 -4.3449
C 1.6241 1.3896 -3.3963
C 2.2058 0.3391 -2.6799
C 1.8855 -0.9615 -3.0852
C 0.9019 -1.2033 -4.0324
P 2.7308 0.5797 -0.9073
C 4.5263 0.8107 -1.0421
C 5.1428 1.3139 -2.1867
C 6.5178 1.4847 -2.2194
C 7.2864 1.1622 -1.1089
C 6.6813 0.6595 0.0337
C 5.3067 0.4778 0.0639
C 1.9642 2.2047 -0.5026
C 2.8068 3.3183 -0.4615
C 2.2570 4.5584 -0.1637
C 0.8871 4.6567 0.0450
C 0.0773 3.5261 -0.0353
C 0.5677 2.2357 -0.2888
H -0.5556 -0.3235 -5.3447
H 0.1883 2.0006 -4.8547
H 1.8786 2.4089 -3.1280
H 2.3601 -1.7994 -2.5852
H 0.6515 -2.2228 -4.2984
H 4.5525 1.5742 -3.0569
H 6.9908 1.8714 -3.1122
H 8.3591 1.2988 -1.1372
H 7.2800 0.4016 0.8969
H 4.8367 0.0723 0.9526
H 3.8690 3.2289 -0.6479
H 2.8852 5.4380 -0.1086
H 0.4437 5.6215 0.2612
H -0.9918 3.6748 0.1211
N -3.7521 -1.8853 -0.1781
C -3.1962 -3.1458 -0.3645
C -3.9868 -4.2691 -0.4233
C -3.4367 -5.5576 -0.5269
C -2.0837 -5.7365 -0.5434
C -1.2371 -4.6096 -0.4686
C 0.1679 -4.7487 -0.4258
C 0.9543 -3.6431 -0.3043
C 0.3256 -2.3868 -0.2744
N -0.9766 -2.1869 -0.3507
C -1.7789 -3.3010 -0.4109
H -4.7070 -1.7998 -0.4908
H -3.1807 -1.1182 -0.4911
H -5.0630 -4.1520 -0.3795
H -4.1002 -6.4101 -0.5790
H -1.6461 -6.7241 -0.5977
H 0.5989 -5.7414 -0.4713
H 2.0316 -3.7068 -0.2370
H 0.9685 -1.5101 -0.1606
C -0.2042 -0.6769 4.2378
C -0.2889 -0.7091 2.6919
N -1.3877 0.1280 2.2243
C -2.6607 -0.3899 2.7156
C -2.6634 -0.4373 4.2631
N -1.3593 0.1514 4.7291
C -1.2242 1.5650 4.2327
C -1.1821 1.5013 2.6886
H 0.7040 -0.2016 4.6037
H -0.2942 -1.6621 4.6912
H -0.4516 -1.7276 2.3401
H 0.6407 -0.3435 2.2556
H -2.8272 -1.3828 2.2999
H -3.4644 0.2519 2.3534
H -2.7168 -1.4504 4.6576
H -3.4604 0.1562 4.7070
H -1.3483 0.1569 5.7474
H -0.3149 1.9757 4.6675
H -2.0796 2.1209 4.6125
H -0.2285 1.8580 2.3001
H -1.9604 2.1464 2.2792
I -4.5723 3.6011 1.3782
C -3.9235 2.4800 -0.2209
C -4.4213 2.5672 -1.5054
N -3.7403 1.6762 -2.2420
N -2.8367 0.9941 -1.5156
C -2.9361 1.4946 -0.2846
H -5.1944 3.1860 -1.9293
H -3.8803 1.4550 -3.2140
H -2.2800 1.1301 0.4944
*
```

***

(2)
Molecular formula: H80O40
Method: DFT, the ωB97M-V functional and the def2-TZVPD basis

Computed properties:
gap between HOMO and LUMO = 0.35896 Ha

Structure (ORCA input):
```
! RIJCOSX wB97M-V def2-TZVPD def2/J DEFGRID3
* xyz 0 1
H -1.9054 -1.0364 -0.2607
H -3.0024 -0.7362 -1.4187
O -2.6564 -1.4056 -0.7025
H -3.7281 -2.9848 0.1910
H -3.8621 -4.4275 0.0289
O -4.4942 -3.7027 0.1746
H -0.9870 -0.8515 -2.5185
H 0.4535 -0.5523 -2.4425
O -0.1742 -1.3034 -2.2841
H 0.7032 6.0902 1.1248
H 0.4541 6.1075 2.6426
O 0.5116 5.5494 1.8929
H -2.9370 0.0428 5.7398
H -2.0252 0.9617 6.5296
O -2.0474 0.4078 5.7187
H 2.4070 -2.8600 -1.9111
O 2.6868 -3.1646 -2.7838
H 2.1840 1.5388 6.2363
O 1.9187 1.1325 5.4245
H 1.9298 -0.0189 -4.7908
H 0.5486 0.3116 -5.2605
O 1.0335 0.0058 -4.4547
H 3.3965 -3.9352 0.6463
H 3.0010 -4.7536 1.8412
O 3.5343 -4.7919 1.0437
H -1.7009 -0.8522 -4.6610
H -2.3116 0.4400 -5.4327
O -1.5192 0.0410 -5.0572
H -4.9633 0.7894 -1.7952
H -3.8500 1.5351 -1.5314
O -4.1154 0.6426 -1.3874
H -1.3883 0.6945 -0.7520
O -1.6627 1.2772 -1.4447
H 5.0243 -1.0424 -3.4229
H 5.2151 -1.7675 -2.0759
O 4.5276 -1.3384 -2.5983
H -5.2459 -1.4464 -0.6763
H -5.8012 -2.1664 -1.6873
O -5.2161 -1.3951 -1.7018
H -0.3762 -3.0050 1.1790
H -0.7216 -2.2588 2.5019
O -0.0659 -2.8388 2.0928
H 5.0341 0.7849 -4.1256
H 5.6147 2.0106 -3.3717
O 5.7759 1.0412 -3.5552
H 3.3676 0.4882 -2.3400
H 1.9040 1.1740 -2.7442
O 2.8384 1.2604 -2.3027
H -0.3755 -1.5196 6.3677
H 0.1377 -0.8633 5.2514
O 0.4736 -1.1115 6.1446
H -0.7832 2.5108 3.4933
O 0.0782 2.7558 3.1371
H -0.3892 0.5923 4.0030
H -0.5040 -0.2755 2.8692
O 0.0881 -0.1622 3.5963
H 1.7912 -2.3553 1.8632
O 2.3532 -2.8373 2.5511
H 3.4342 1.4637 0.6674
H 4.0927 0.4478 1.6194
O 4.2090 0.9210 0.7922
H -0.7734 -4.3409 -0.9547
H -1.0239 -5.6434 -0.1053
O -1.4685 -5.0243 -0.6826
H -1.8450 -3.3763 -4.1754
H -2.4422 -2.4138 -3.0420
O -2.1745 -2.5408 -3.9358
H 2.1120 2.0834 -6.3647
H 2.8104 2.8197 -5.1567
O 2.8479 2.0383 -5.7214
H -1.3637 1.9507 -4.5782
H -0.8824 3.3408 -4.2981
O -1.1592 2.7645 -5.0165
H -4.7949 -0.8649 4.1960
H -4.6593 -2.3134 4.2482
O -4.6496 -1.5876 4.8518
H 1.5593 -3.0389 -0.6424
H 0.3877 -2.5135 -1.2580
O 0.6263 -3.1764 -0.5337
H 1.6897 4.9739 -2.2867
H 1.5971 5.6502 -3.5831
O 1.0568 5.4004 -2.8378
H -3.7873 2.9012 -2.3837
H -5.0397 3.8768 -2.6912
O -4.4678 3.1698 -2.9815
H 4.3504 2.9116 -2.2403
H 5.8236 3.0841 -1.9745
O 5.1292 3.3420 -2.5910
H 4.1539 -0.2748 4.8568
O 4.7990 0.3114 4.4818
H -3.9121 0.1478 1.2483
H -3.1249 1.5626 1.5079
O -3.1352 0.6030 1.5895
H 0.0034 3.6956 3.1001
H 3.3537 -2.3858 -2.9649
H 2.0988 -2.1380 3.1881
H 1.9340 0.1539 5.6821
H -0.8403 1.7440 -1.3611
H 4.3225 1.1607 4.4323
O 0.6277 -5.1088 0.9146
H 0.6871 -4.6553 1.7573
H 1.3181 -5.7390 0.5381
O -2.5854 5.3333 -0.9078
H -1.8300 4.8812 -1.2061
H -3.3111 5.5331 -1.4839
O -0.2282 -0.6131 0.3835
H 0.2579 0.0585 -0.1004
H -0.1864 -1.5284 -0.0540
O -3.1567 -4.0218 3.3573
H -2.3619 -4.3575 3.7457
H -3.1346 -4.6684 2.6311
O 0.4847 2.2184 0.2218
H 0.4742 1.6010 0.9717
H 1.3164 2.6437 0.3689
O 2.3427 1.1127 2.7410
H 2.5241 2.0661 2.6659
H 2.0939 0.8804 3.6836
O -2.7987 3.9995 2.0972
H -3.3360 4.5995 1.6011
H -2.1713 4.5710 2.4916
*
```

***

(3)
Molecular formula: C3H5NO2
Method: DFT, the ωB97M-V functional and the def2-TZVPD basis

Computed properties:
gap between HOMO and LUMO = 0.40853 Ha

Structure (ORCA input):
```
! RIJCOSX wB97M-V def2-TZVPD def2/J DEFGRID3
* xyz 0 1
O -0.0156 1.7884 -0.8161
C -0.5314 0.9847 0.2307
C -0.8548 -0.3743 -0.3250
N -0.6848 -1.4172 0.3797
C 2.2712 -0.9003 0.3318
O 2.5276 -1.9971 0.4765
H 0.7553 2.2574 -0.4825
H 0.1756 0.8517 1.0580
H -1.4521 1.4321 0.6390
H -1.2310 -0.3712 -1.3569
H -0.9600 -2.2542 -0.1352
*
```

***

(4)
Molecular formula: C4H5Br
Method: DFT, the ωB97M-V functional and the def2-TZVPD basis

Computed properties:
gap between HOMO and LUMO = 0.34266 Ha

Structure (ORCA input):
```
! RIJCOSX wB97M-V def2-TZVPD def2/J DEFGRID3
* xyz 0 1
C 0.8181 -2.5700 -0.2477
C 0.2913 -1.5745 0.1402
C 0.1503 1.4274 -0.2690
C -0.6301 0.4907 0.5728
Br -2.4442 0.2288 0.1475
H 1.2192 -3.4953 -0.5512
H -0.1344 1.3476 -1.3176
H 1.2177 1.2381 -0.1698
H -0.0459 2.4536 0.0582
H -0.4420 0.4536 1.6365
*
```

***

Q: Which E_tot values were calculated for the entries above? A: -2392.4456 -3057.4023 -322.5071 -2729.2401, in a.u..
Q: Which energy relative to the best compared isomer or geometry (same formula, charge and spin) values were calculated for the entries above? A: 0.00 932.12 176.39 343.20, in kJ/mol.
Q: Which HOMO level values were calculated for the entries above? A: -12.374 -10.376 -10.138 -9.734, in eV.